[1]
{
  "formula": "C35H31N5O2P2RuS",
  "method": "ωB97M-V/def2-TZVPD",
  "molar_mass_g_mol": 748.8,
  "charge": 2,
  "relative_energy_ev": 0.646,
  "energy_ha": -2951.74274,
  "homo_ev": [-13.91, -13.89],
  "max_force_ha_per_bohr": 0.045,
  "s_squared": 6.039,
  "spin_multiplicity": 5,
  "symbols": ["Ru", "N", "P", "C", "C", "C", "C", "C", "C", "C", "C", "C", "C", "C", "C", "P", "C", "C", "C", "C", "C", "C", "C", "C", "C", "C", "C", "C", "H", "H", "H", "H", "H", "H", "H", "H", "H", "H", "H", "H", "H", "H", "H", "H", "H", "H", "H", "H", "H", "O", "N", "N", "O", "C", "C", "C", "C", "C", "C", "H", "H", "H", "H", "H", "C", "C", "C", "C", "N", "C", "S", "N", "H", "H", "H", "H", "H"],
  "positions_angstrom": [[-0.20068, -0.67426, 0.54454], [0.02194, 2.23356, 0.82014], [1.24273, 1.21403, 0.19935], [2.67153, 1.40754, 1.29373], [3.05588, 0.33198, 2.09451], [4.10599, 0.48389, 2.98377], [4.76705, 1.70006, 3.07347], [4.37524, 2.77358, 2.28516], [3.33099, 2.63332, 1.38875], [1.62204, 1.85984, -1.44699], [0.57703, 2.35531, -2.22844], [0.85441, 2.93609, -3.45123], [2.16575, 3.01074, -3.89922], [3.19567, 2.46528, -3.14818], [2.93052, 1.86941, -1.92836], [-1.38233, 1.27750, 1.02091], [-1.77870, 1.31926, 2.78172], [-0.74032, 0.93356, 3.63265], [-0.95850, 0.87421, 4.99230], [-2.22295, 1.15516, 5.49475], [-3.26666, 1.48306, 4.64266], [-3.05407, 1.56529, 3.27661], [-2.68355, 2.05642, 0.05124], [-3.36296, 1.26392, -0.86741], [-4.38073, 1.81580, -1.62116], [-4.70795, 3.15374, -1.46303], [-4.01329, 3.94815, -0.56051], [-2.99302, 3.40751, 0.20180], [0.06558, 3.24969, 0.85013], [2.52863, -0.61638, 2.01226], [4.40974, -0.33844, 3.61393], [5.59409, 1.80977, 3.75870], [4.88509, 3.72098, 2.37701], [3.02874, 3.46673, 0.76973], [-0.44260, 2.30916, -1.86640], [0.05451, 3.35415, -4.04207], [2.39316, 3.51162, -4.82732], [4.21267, 2.51530, -3.50448], [3.73035, 1.44761, -1.33519], [0.23247, 0.69482, 3.20590], [-0.15356, 0.60528, 5.65809], [-2.39399, 1.11142, 6.55924], [-4.25001, 1.66928, 5.04597], [-3.85927, 1.82453, 2.60456], [-3.06902, 0.22704, -0.97818], [-4.90420, 1.20862, -2.34235], [-5.50875, 3.57962, -2.04626], [-4.27140, 4.99156, -0.45240], [-2.44816, 4.01496, 0.91237], [-0.48857, -1.24613, -1.64583], [0.43017, -2.01464, -2.04858], [1.31788, -2.38374, -1.22007], [1.30386, -2.02191, 0.03704], [2.31600, -3.27275, -1.65491], [2.60645, -3.33605, -3.01725], [3.57095, -4.22111, -3.45257], [4.23795, -5.02904, -2.53820], [3.93046, -4.96423, -1.18554], [2.97053, -4.08110, -0.72963], [2.08465, -2.69244, -3.70654], [3.79938, -4.28052, -4.50367], [5.00747, -5.70060, -2.88569], [4.42690, -5.61205, -0.47998], [2.71175, -4.03070, 0.31704], [-4.61816, -2.07955, -1.23262], [-3.38445, -2.73717, -0.73216], [-2.99215, -3.98649, -1.23643], [-1.87938, -4.57524, -0.66514], [-1.23882, -4.02112, 0.34957], [-1.65882, -2.84160, 0.77853], [-0.94515, -2.15122, 2.21872], [-2.67642, -2.16885, 0.23575], [-5.40697, -2.82354, -1.35058], [-4.43682, -1.63406, -2.21061], [-4.94815, -1.31032, -0.54163], [-3.54260, -4.46519, -2.02691], [-1.50307, -5.52993, -1.00888]],
  "atomic_forces_ev_per_a": [[0.650, -1.421, -0.971], [-0.102, -0.423, -0.274], [-0.374, 1.468, 0.259], [-0.228, -0.493, -0.347], [-0.182, -0.007, -0.131], [0.048, -0.019, 0.105], [-0.062, -0.085, -0.042], [-0.013, 0.052, 0.006], [-0.101, -0.057, -0.077], [0.039, -0.424, 0.296], [-0.039, -0.006, 0.147], [-0.014, 0.033, 0.024], [0.060, 0.021, 0.063], [0.098, -0.051, -0.048], [-0.096, 0.020, 0.192], [0.383, 1.318, 0.809], [-0.062, -0.161, -0.413], [-0.027, 0.198, -0.161], [0.076, -0.055, -0.009], [-0.103, 0.028, -0.014], [-0.031, -0.036, 0.185], [0.226, 0.073, -0.175], [0.189, -0.688, 0.043], [0.179, -0.064, 0.099], [-0.036, 0.041, -0.138], [0.009, -0.110, 0.018], [0.050, 0.118, 0.045], [0.071, -0.163, 0.117], [-0.011, -0.195, 0.057], [0.145, 0.037, 0.041], [0.018, -0.085, 0.001], [0.034, 0.027, 0.065], [0.029, 0.058, -0.045], [0.023, 0.087, -0.059], [-0.054, 0.046, -0.020], [-0.078, 0.011, -0.066], [-0.017, -0.017, -0.131], [0.086, 0.001, -0.059], [0.092, 0.035, 0.013], [0.031, 0.106, 0.212], [0.064, -0.029, 0.091], [-0.037, -0.019, 0.091], [-0.076, 0.052, 0.030], [-0.092, 0.030, -0.021], [-0.131, -0.009, -0.065], [-0.113, -0.048, -0.072], [-0.071, 0.073, -0.070], [0.001, 0.045, 0.020], [-0.053, 0.119, 0.053], [0.751, 0.125, 1.333], [-0.840, -0.166, -1.152], [-0.395, 0.823, 0.709], [-0.681, 0.323, 0.295], [1.098, -0.883, -0.530], [-0.077, 0.116, 0.206], [0.039, -0.082, 0.199], [-0.019, 0.071, -0.017], [0.036, -0.010, -0.121], [-0.323, 0.241, -0.026], [-0.010, 0.011, -0.103], [0.072, 0.002, -0.119], [0.024, -0.119, -0.008], [0.090, -0.024, 0.032], [-0.004, 0.005, 0.039], [-0.102, 0.193, -0.040], [0.156, -0.948, -0.316], [0.121, 0.427, 0.332], [-0.259, -0.004, -0.419], [0.874, 0.174, 1.003], [-1.247, -1.408, -1.321], [0.339, 0.736, -0.251], [0.103, 0.938, 0.817], [0.018, 0.070, -0.017], [-0.028, 0.048, -0.093], [-0.045, 0.059, 0.020], [-0.102, -0.100, -0.111], [0.010, -0.048, -0.017]],
  "lowdin_charge": [0.88, -0.32, 0.92, -0.36, -0.10, -0.05, -0.04, -0.05, -0.08, -0.35, -0.09, -0.05, -0.04, -0.05, -0.08, 0.87, -0.37, -0.15, -0.06, -0.04, -0.05, -0.06, -0.36, -0.10, -0.05, -0.04, -0.05, -0.08, 0.10, 0.08, 0.12, 0.12, 0.12, 0.12, 0.09, 0.12, 0.12, 0.12, 0.11, 0.07, 0.12, 0.12, 0.12, 0.11, 0.07, 0.11, 0.12, 0.12, 0.12, -0.15, 0.03, -0.18, -0.21, -0.19, 0.00, -0.05, -0.04, -0.05, 0.00, 0.11, 0.12, 0.12, 0.12, 0.12, -0.02, -0.31, 0.04, -0.08, 0.08, -0.84, 0.86, 0.08, 0.10, 0.10, 0.08, 0.13, 0.13]
}

[2]
{
  "formula": "C35H31N6O3Re",
  "method": "ωB97M-V/def2-TZVPD",
  "molar_mass_g_mol": 769.9,
  "charge": 1,
  "relative_energy_ev": 0.000,
  "energy_ha": -1984.80040,
  "homo_ev": [-10.52, -10.58],
  "max_force_ha_per_bohr": 0.003,
  "s_squared": 0.759,
  "spin_multiplicity": 2,
  "symbols": ["Re", "O", "C", "N", "C", "C", "C", "C", "C", "C", "N", "C", "C", "C", "C", "C", "N", "H", "H", "H", "H", "H", "H", "H", "H", "H", "H", "C", "C", "C", "C", "C", "C", "C", "C", "N", "C", "O", "C", "C", "C", "C", "C", "N", "C", "O", "N", "C", "C", "C", "C", "C", "C", "C", "C", "H", "H", "H", "H", "H", "H", "H", "H", "H", "H", "H", "H", "H", "H", "H", "H", "H", "H", "H", "H", "H"],
  "positions_angstrom": [[0.41171, 0.09543, -0.26386], [-1.55480, -4.52773, -0.12974], [-1.48356, -2.02309, 0.03745], [-0.04851, -1.73893, -0.09026], [0.81919, -2.78268, -0.58717], [2.15992, -2.19091, -0.90762], [3.26325, -2.98423, -1.17558], [4.47036, -2.38375, -1.47360], [4.54629, -0.99653, -1.48955], [3.41411, -0.26876, -1.20836], [2.23095, -0.84515, -0.92732], [-2.04541, -0.91146, 0.93126], [-3.22455, -0.99436, 1.64958], [-3.68378, 0.12034, 2.33239], [-2.97109, 1.30570, 2.26527], [-1.80996, 1.32816, 1.52474], [-1.35470, 0.24658, 0.87993], [0.93489, -3.60863, 0.12211], [0.42381, -3.20523, -1.52361], [3.16647, -4.06081, -1.14116], [5.34452, -2.98538, -1.68284], [5.47174, -0.48387, -1.70721], [3.44235, 0.80912, -1.19461], [-3.79956, -1.90709, 1.66533], [-4.59998, 0.06171, 2.90456], [-3.30270, 2.19973, 2.77248], [-1.21458, 2.22009, 1.42248], [0.44428, 3.68334, 2.60189], [0.70887, 2.34557, 3.23707], [0.44771, 2.19455, 4.59412], [0.72057, 1.00750, 5.25204], [1.29237, -0.04126, 4.55516], [1.56997, 0.06726, 3.19610], [2.26818, -1.07187, 2.50117], [1.23850, 1.25309, 2.53109], [1.40750, 1.33163, 1.10962], [2.19707, 2.34465, 0.63428], [2.99238, 3.02622, 1.24815], [1.95662, 2.57506, -0.83774], [2.57892, 3.51893, -1.63017], [2.28722, 3.53414, -2.99145], [1.39643, 2.61252, -3.53199], [0.78955, 1.72045, -2.66921], [1.06663, 1.73520, -1.37006], [-0.21212, 0.65859, -3.03255], [-0.39419, 0.33662, -4.18306], [-0.80930, 0.13277, -1.89457], [-1.99671, -0.63967, -2.05953], [-2.23541, -1.79647, -1.28124], [-1.69552, -3.39408, 0.70181], [-3.34621, -2.58792, -1.55403], [-4.24106, -2.23553, -2.54853], [-4.07850, -1.03151, -3.20283], [-2.98780, -0.20299, -2.95699], [-2.98589, 1.15291, -3.60698], [-0.35924, 4.20186, 3.12488], [1.34030, 4.30352, 2.64698], [0.17654, 3.61520, 1.54524], [0.03182, 3.03189, 5.14176], [0.51186, 0.91055, 6.30914], [1.55187, -0.95701, 5.07243], [1.56866, -1.73328, 1.98263], [2.99451, -0.70572, 1.77360], [2.80267, -1.67675, 3.23246], [3.27959, 4.20460, -1.17392], [2.76520, 4.25996, -3.63566], [1.16320, 2.57471, -4.58656], [-0.98587, -3.44331, 1.53637], [-2.69321, -3.46164, 1.12932], [-1.10383, -4.31077, -0.94998], [-3.52474, -3.48177, -0.97452], [-5.09200, -2.86754, -2.76321], [-4.82451, -0.70029, -3.91484], [-4.01376, 1.49889, -3.70798], [-2.44557, 1.88930, -3.00915], [-2.52988, 1.12961, -4.59568]],
  "atomic_forces_ev_per_a": [[-0.056, 0.125, 0.067], [0.117, -0.028, 0.015], [0.042, 0.000, 0.068], [-0.089, -0.116, 0.021], [0.127, 0.063, -0.058], [-0.032, -0.022, 0.024], [0.008, 0.016, 0.003], [0.014, 0.005, -0.005], [-0.009, -0.020, 0.002], [-0.011, -0.037, 0.002], [0.069, -0.078, -0.029], [0.004, 0.012, -0.019], [0.005, -0.003, -0.009], [-0.008, 0.002, 0.005], [-0.002, -0.003, -0.002], [-0.033, -0.035, -0.008], [0.002, 0.009, 0.020], [0.015, 0.012, -0.008], [0.008, 0.019, 0.009], [-0.010, 0.000, -0.001], [-0.001, 0.003, -0.002], [-0.002, 0.005, 0.003], [0.025, 0.018, -0.014], [0.014, -0.016, -0.009], [0.001, 0.002, -0.001], [-0.001, -0.001, 0.000], [-0.001, 0.006, 0.006], [-0.005, 0.023, -0.006], [0.004, -0.023, 0.017], [0.002, 0.012, -0.010], [0.000, 0.003, 0.000], [0.006, -0.010, -0.019], [-0.017, 0.000, 0.030], [0.030, 0.007, -0.012], [0.001, 0.050, -0.034], [-0.021, -0.058, 0.030], [0.102, -0.059, -0.127], [-0.048, 0.020, 0.028], [-0.034, 0.026, 0.028], [0.005, 0.003, 0.024], [0.017, 0.015, -0.024], [-0.022, -0.025, 0.024], [-0.029, 0.018, -0.025], [0.056, 0.068, 0.053], [0.115, -0.059, -0.026], [-0.041, 0.021, 0.003], [-0.095, -0.012, -0.035], [0.057, 0.037, 0.009], [-0.071, -0.012, -0.031], [-0.074, 0.011, -0.022], [0.042, 0.006, 0.015], [-0.025, -0.004, -0.008], [0.004, 0.004, 0.000], [-0.004, -0.040, 0.008], [-0.005, 0.021, 0.008], [0.001, 0.002, 0.001], [-0.003, 0.003, 0.011], [0.012, 0.005, 0.003], [-0.002, -0.004, 0.001], [0.001, -0.001, 0.000], [-0.001, 0.001, 0.003], [-0.018, 0.008, 0.000], [-0.010, -0.004, 0.004], [-0.001, -0.007, -0.005], [0.000, 0.005, -0.010], [0.002, -0.001, 0.004], [0.005, 0.004, -0.003], [-0.009, -0.021, 0.010], [-0.015, 0.029, 0.009], [-0.109, 0.023, -0.006], [0.002, -0.008, 0.008], [0.004, 0.000, -0.001], [-0.001, -0.002, 0.001], [0.000, 0.000, -0.005], [-0.001, -0.005, -0.003], [0.000, -0.005, -0.001]],
  "lowdin_charge": [1.65, -0.04, -0.34, -0.18, -0.15, -0.23, 0.01, -0.02, -0.02, -0.07, -0.01, -0.16, 0.02, -0.01, -0.01, -0.07, -0.02, 0.14, 0.15, 0.13, 0.12, 0.12, 0.11, 0.12, 0.12, 0.12, 0.09, -0.04, -0.22, -0.04, -0.07, -0.04, -0.21, -0.04, -0.21, -0.06, -0.49, 0.10, -0.19, 0.04, 0.00, 0.04, -0.16, -0.03, -0.46, 0.11, -0.04, -0.14, -0.08, -0.18, -0.02, -0.05, -0.03, -0.18, -0.03, 0.09, 0.09, 0.07, 0.12, 0.11, 0.11, 0.06, 0.07, 0.09, 0.13, 0.12, 0.13, 0.14, 0.11, 0.07, 0.11, 0.11, 0.12, 0.09, 0.08, 0.09]
}